Entry 1:
68
Properties=species:S:1:pos:R:3:lowdin_charge:R:1 method="wB97M-V/def2-TZVPD" e_lumo_ev="-5.4 / -5.3" homo_energy_ev="-13.9 / -14.3" s_squared=3.760 gap_ev="8.4 / 9.0" max_force_ha_per_bohr=0.01318 total_charge=+2 spin_multiplicity=4
V 0.24 0.58 -0.26 0.72
N 2.07 -1.10 1.70 -0.08
P 0.51 -0.41 1.96 1.00
C -0.56 -1.83 2.22 -0.38
C -0.23 -3.08 1.70 -0.11
C -1.13 -4.14 1.80 -0.06
C -2.36 -3.95 2.42 -0.05
C -2.69 -2.70 2.93 -0.05
C -1.80 -1.64 2.83 -0.09
C 0.60 0.48 3.51 -0.37
C 0.70 1.87 3.47 -0.10
C 0.83 2.60 4.64 -0.06
C 0.87 1.93 5.86 -0.04
C 0.77 0.55 5.91 -0.05
C 0.63 -0.18 4.74 -0.08
C 2.83 -0.77 0.60 -0.35
C 4.17 -1.16 0.50 0.02
C 4.88 -0.79 -0.62 -0.02
C 4.27 -0.05 -1.64 -0.04
C 2.95 0.28 -1.47 -0.11
N 2.23 -0.07 -0.38 -0.04
H 2.57 -1.54 2.46 0.13
H 0.73 -3.24 1.22 0.10
H -0.86 -5.11 1.41 0.12
H -3.05 -4.77 2.50 0.12
H -3.65 -2.56 3.42 0.12
H -2.07 -0.68 3.26 0.12
H 0.67 2.39 2.52 0.08
H 0.91 3.67 4.60 0.11
H 0.98 2.50 6.78 0.12
H 0.79 0.04 6.86 0.12
H 0.53 -1.26 4.79 0.12
H 4.63 -1.73 1.29 0.13
H 5.92 -1.08 -0.71 0.13
H 4.80 0.25 -2.52 0.12
H 2.41 0.83 -2.23 0.11
C -0.11 -1.79 -4.36 -0.03
C -0.82 -2.06 -3.04 -0.62
C -2.31 -2.29 -3.26 -0.03
C -0.18 -3.24 -2.31 -0.03
N -0.58 -0.82 -2.22 -0.05
N -1.21 -0.83 -0.91 -0.04
H -0.25 -2.63 -5.03 0.10
H 0.96 -1.64 -4.20 0.09
H -0.52 -0.91 -4.85 0.09
H -2.46 -3.20 -3.84 0.10
H -2.76 -1.46 -3.80 0.09
H -2.84 -2.43 -2.31 0.08
H -0.15 -4.10 -2.98 0.10
H -0.75 -3.55 -1.43 0.07
H 0.84 -3.01 -2.01 0.09
H -1.01 -0.04 -2.70 0.11
H -1.11 -1.75 -0.50 0.08
H -2.21 -0.63 -0.98 0.12
O -1.04 2.00 -1.10 -0.64
S -0.48 3.45 -0.86 1.01
C -1.94 4.51 -0.72 -0.28
C -1.94 5.44 -1.94 -0.21
C -1.30 4.67 -3.08 -0.21
C -0.03 4.07 -2.49 -0.31
H -1.93 5.00 0.24 0.10
H -2.76 3.78 -0.75 0.11
H -1.35 6.34 -1.71 0.13
H -2.95 5.77 -2.16 0.13
H -1.07 5.30 -3.94 0.13
H -1.96 3.87 -3.43 0.12
H 0.74 4.82 -2.32 0.11
H 0.41 3.23 -3.03 0.10

Entry 2:
69
Properties=species:S:1:pos:R:3:lowdin_charge:R:1 method="wB97M-V/def2-TZVPD" e_lumo_ev=0.6 homo_energy_ev=-9.2 gap_ev=9.8 max_force_ha_per_bohr=0.02494
C -2.94 -6.03 -1.17 0.00
C -1.85 -5.03 -1.15 -0.31
C -0.86 -4.77 -0.25 0.06
C -0.16 -3.68 -0.83 -0.30
N -0.69 -3.34 -1.98 0.10
O -1.74 -4.18 -2.19 0.00
N 0.93 -2.99 -0.35 0.17
C 1.51 -3.16 0.88 -0.46
O 1.16 -3.99 1.69 0.08
C 2.63 -2.17 1.14 -0.08
H 3.25 -2.59 1.94 0.12
H 3.23 -2.03 0.25 0.12
C 2.06 -0.82 1.60 -0.07
C 1.57 0.02 0.44 -0.41
O 1.67 -0.38 -0.72 0.02
N 1.02 1.21 0.72 0.00
C 0.82 1.74 2.06 -0.14
H 0.74 0.93 2.77 0.11
H -0.14 2.28 2.06 0.13
C 1.95 2.69 2.46 -0.15
H 2.02 3.50 1.73 0.12
H 2.90 2.14 2.42 0.11
C 1.80 3.31 3.86 -0.43
C 0.56 4.18 3.96 -0.07
H -0.35 3.59 3.92 0.08
H 0.56 4.72 4.91 0.08
H 0.53 4.91 3.15 0.08
C 1.80 2.25 4.96 -0.08
H 2.66 1.58 4.86 0.08
H 1.86 2.72 5.93 0.08
H 0.89 1.65 4.93 0.08
H 2.68 3.95 4.01 0.13
C 0.52 2.05 -0.37 -0.13
C 1.49 2.19 -1.51 -0.15
C 1.08 2.33 -2.83 -0.01
C 2.02 2.51 -3.82 -0.05
C 3.36 2.56 -3.46 -0.15
N 3.77 2.46 -2.21 0.07
C 2.86 2.28 -1.27 -0.10
H 3.25 2.21 -0.26 0.11
H 4.14 2.70 -4.20 0.10
H 1.73 2.61 -4.85 0.10
H 0.02 2.30 -3.07 0.12
H 0.35 3.05 0.05 0.16
C -0.89 1.52 -0.77 -0.45
O -1.88 2.10 -0.39 0.07
N -0.86 0.40 -1.50 0.14
H 0.05 0.00 -1.68 0.12
C -2.02 -0.37 -1.90 -0.30
C -3.04 0.41 -2.74 -0.13
H -2.74 0.46 -3.78 0.11
C -4.37 -0.34 -2.54 -0.17
H -5.15 0.36 -2.24 0.10
H -4.69 -0.82 -3.46 0.10
C -4.12 -1.38 -1.44 -0.18
H -4.96 -1.48 -0.76 0.11
H -3.92 -2.36 -1.89 0.10
C -2.86 -0.89 -0.73 -0.14
H -2.35 -1.67 -0.16 0.10
H -3.10 -0.06 -0.06 0.11
H -3.11 1.42 -2.34 0.10
H -1.64 -1.23 -2.47 0.13
H 2.83 -0.26 2.13 0.12
H 1.24 -1.01 2.30 0.13
H 1.25 -2.20 -0.91 0.12
H -0.65 -5.24 0.68 0.11
H -3.91 -5.53 -1.08 0.09
H -2.82 -6.72 -0.34 0.09
H -2.93 -6.58 -2.11 0.09

ΔE to the lowest compared entry with this formula, charge and spin values (in kcal/mol) by entry order: 3.3, 60.2.